22
Properties=species:S:1:pos:R:3:lowdin_charge:R:1 method="wB97M-V/def2-TZVPD" smiles="C#CN(C)C.NCC(=O)O" e_tot_ha=-495.6860 orbital_gap_ha=0.3444 largest_force_ev_per_a=5.17 lumo_energy_ha=0.0264
C 0.60504 0.65385 1.70434 0.084
C 1.03247 0.75366 0.60458 -0.221
N 1.75565 0.88371 -0.52713 -0.219
C 1.60986 2.17547 -1.27716 -0.028
C 1.74609 -0.26163 -1.34407 -0.136
H -0.06358 0.53719 2.61055 0.070
H 0.69075 2.69652 -1.21169 0.076
H 2.44167 2.88000 -1.13283 0.095
H 1.65332 1.89692 -2.26231 0.035
H 2.42302 -1.13232 -0.88267 0.126
H 0.78263 -0.81974 -1.62358 0.099
H 2.30979 -0.00729 -2.31940 0.101
N -2.66795 0.08654 0.85787 0.003
C -2.37582 -1.20150 0.29161 -0.240
C -1.32173 -2.12624 0.83576 -0.536
O -0.65789 -2.88082 0.17012 0.087
O -1.32107 -2.16901 2.20305 0.037
H -3.24972 -0.06565 1.73514 0.102
H -1.68082 0.49233 1.11115 0.066
H -3.25947 -1.77179 0.36440 0.113
H -2.14978 -1.23666 -0.74394 0.105
H -0.50586 -2.74387 2.51293 0.182